# 1
Formula: C4H8O2
Source: the OMol25 dataset
Level of theory: wB97M-V/def2-TZVPD

Computed properties:
largest force on an atom = 0.058 Eh/bohr
2S+1 = 1
highest occupied orbital energy = -8.91 eV
relative energy (zero: lowest compared OMol25 entry of this formula, charge and spin) = 4.7194 eV
orbital gap = 9.916 eV

Geometry as XYZ:
```
14
C4H8O2, DFT wB97M-V/def2-TZVPD
C -0.883 -1.071 0.209
C -1.372 0.331 -0.033
O -0.385 1.137 -0.667
C 0.803 1.106 0.092
C 1.297 -0.322 0.236
O 0.318 -1.148 0.867
H -1.145 -1.928 -0.494
H -0.570 -1.355 -1.140
H -2.234 0.290 -0.696
H -1.679 0.833 0.903
H 0.624 1.534 1.090
H 1.543 1.725 -0.424
H 2.214 -0.387 0.825
H 1.469 -0.743 -0.767
```

# 2
Formula: C4H8O2
Source: the OMol25 dataset
Level of theory: wB97M-V/def2-TZVPD

Computed properties:
largest force on an atom = 0.005 Eh/bohr
2S+1 = 1
highest occupied orbital energy = -8.93 eV
relative energy (zero: lowest compared OMol25 entry of this formula, charge and spin) = 4.6285 eV
orbital gap = 9.238 eV

Geometry as XYZ:
```
14
C4H8O2, DFT wB97M-V/def2-TZVPD
C 1.335 -0.543 0.981
C 0.536 0.571 0.269
O 1.416 1.553 -0.240
C -0.180 -0.152 -0.805
C -1.535 -0.594 -0.389
O -1.986 0.644 -0.979
H 1.903 -1.138 0.258
H 2.048 -0.055 1.651
H 0.695 -1.210 1.569
H -0.119 1.068 1.001
H 1.539 1.321 -1.172
H -1.864 0.564 -1.938
H -1.826 -0.552 0.667
H -1.960 -1.478 -0.873
```